A structure of composition C31H21N9O2ReS, computed with ωB97M-V with the def2-TZVPD basis set.

Its net charge is +2. For the energy above the lowest of the compared OMol25 structures with the same formula, charge and spin, the calculation gives 0.139 eV. The spin multiplicity is 4. For the HOMO-LUMO gap (alpha / beta), the calculation gives 6.755 / 6.263 eV. The calculation puts the molar mass at 769.84 g mol⁻¹.

Each line ends with the Mulliken spin population.
Geometry (Å):
Re 0.1892 0.4046 0.0577  2.5323
S 1.8465 -2.6925 6.7356  -0.0011
N 0.5278 -2.8378 5.8280  -0.0010
C 0.7290 -2.1102 4.7409  -0.0013
C -0.2021 -1.9649 3.6398  0.0006
C -1.4366 -2.6155 3.5537  0.0242
C -2.2176 -2.4260 2.4335  -0.0181
C -1.7677 -1.5845 1.4232  -0.0105
N -0.6022 -0.9446 1.5064  -0.0092
C 0.1840 -1.1353 2.5915  0.0252
C 1.4768 -0.4705 2.5783  0.0179
N 1.7593 0.2751 1.4840  0.0033
C 2.9608 0.8392 1.3679  -0.0161
C 3.9278 0.7145 2.3581  -0.0216
C 3.6451 -0.0167 3.4925  0.0244
C 2.3957 -0.6337 3.6103  0.0035
C 1.9901 -1.4644 4.7262  -0.0022
N 2.7190 -1.7174 5.8015  -0.0012
H -1.7527 -3.2662 4.3587  -0.0004
H -3.1692 -2.9253 2.3225  0.0003
H -2.3443 -1.4230 0.5208  0.0032
H 3.1478 1.3959 0.4583  0.0026
H 4.8895 1.1875 2.2208  0.0003
H 4.3739 -0.1354 4.2838  -0.0005
O 0.8378 1.8131 -1.2160  0.0526
N 0.0578 2.1599 -2.2039  0.0080
N -1.0360 1.5514 -2.2021  0.0511
O -1.3331 0.6846 -1.2347  0.0493
C -2.0133 1.7659 -3.2406  0.0001
C -3.3319 1.4347 -2.9779  0.0076
C -4.2706 1.6567 -3.9724  -0.0019
C -3.8836 2.1954 -5.1912  0.0051
C -2.5524 2.5137 -5.4293  -0.0024
C -1.5964 2.2979 -4.4523  0.0031
H -3.6168 1.0179 -2.0237  -0.0006
H -5.3073 1.4088 -3.7927  -0.0001
H -4.6220 2.3639 -5.9630  0.0002
H -2.2538 2.9247 -6.3835  0.0000
H -0.5562 2.5303 -4.6276  -0.0002
N 4.1858 -7.1029 -5.1507  0.0266
C 3.7219 -6.2415 -4.5501  -0.0102
C 3.1429 -5.1634 -3.7967  0.0597
C 2.5350 -4.1010 -4.4651  -0.0284
C 1.9794 -3.0666 -3.7408  0.0589
C 2.0277 -3.0864 -2.3410  -0.0007
C 2.6401 -4.1577 -1.6781  0.0565
C 3.1954 -5.1914 -2.4029  -0.0290
C 1.4560 -2.0208 -1.5980  0.3643
C 0.9677 -1.0918 -0.9588  -0.2385
H 2.5040 -4.0955 -5.5455  -0.0009
H 1.5064 -2.2377 -4.2487  0.0017
H 2.6758 -4.1701 -0.5974  0.0009
H 3.6709 -6.0231 -1.9025  -0.0011
C 1.1513 3.6868 1.5608  0.0047
C -0.2414 3.1867 1.7038  0.0090
N -0.7337 2.0283 1.2749  -0.0022
C -2.0695 1.9954 1.6502  0.0033
C -2.3780 3.1405 2.2987  0.0007
N -1.2131 3.8711 2.3270  0.0036
H 1.5546 3.4199 0.5860  -0.0035
H 1.7930 3.2722 2.3402  0.0015
H 1.1766 4.7713 1.6511  0.0001
H -2.7136 1.1694 1.4051  -0.0033
H -3.2965 3.4977 2.7282  0.0001
H -1.1013 4.7867 2.7339  0.0000

---

A structure of composition C31H22Cl3IN2O3PSV, computed with ωB97M-V with the def2-TZVPD basis set.

Its net charge is +2. For the energy above the lowest of the compared OMol25 structures with the same formula, charge and spin, the calculation gives 0.348 eV. For the HOMO-LUMO gap, the calculation gives 6.371 eV. The calculation puts the molar mass at 817.78 g mol⁻¹.

Each line ends with the Mulliken charge.
Geometry (Å):
V 0.6237 -0.7474 -0.4354  -0.7117
S 1.1228 -0.7006 1.8532  -0.0960
C 2.7789 -0.5369 1.3013  0.5369
C 3.9659 -0.6972 1.9898  -0.8604
C 5.1391 -0.5419 1.2659  -0.2405
C 5.0886 -0.2655 -0.0976  -1.0473
C 3.8567 -0.1436 -0.7085  -0.3091
N 2.7296 -0.2625 -0.0001  0.1095
H 3.9672 -0.9319 3.0448  0.5300
H 6.0953 -0.6414 1.7626  0.4527
H 5.9913 -0.1445 -0.6783  0.4703
H 3.7562 0.0581 -1.7671  0.5798
O 1.4102 0.4308 -2.1264  -0.4388
C 0.9374 1.0914 -1.2538  1.6756
C 0.7144 2.4485 -0.8587  -0.5669
C 1.3473 3.5612 -1.4186  -0.5357
C 0.9963 4.8048 -0.9302  -0.8218
C 0.0216 4.9247 0.0627  -0.7008
C -0.6271 3.8129 0.5894  -0.3348
C -0.2619 2.5578 0.1338  -0.0325
P -1.0989 0.9669 0.4154  3.3228
C -1.5661 0.8349 2.1418  0.3653
C -0.9093 1.5924 3.1127  -0.4993
C -1.2531 1.4521 4.4472  -0.8196
C -2.2352 0.5447 4.8199  -0.6696
C -2.8805 -0.2239 3.8597  -0.9623
C -2.5503 -0.0821 2.5223  -0.7536
C -2.6065 1.1228 -0.5661  1.1499
C -2.5183 1.0936 -1.9600  -0.5683
C -3.6422 1.3276 -2.7338  -0.8370
C -4.8574 1.6044 -2.1241  -0.6337
C -4.9484 1.6595 -0.7403  -0.7993
C -3.8298 1.4249 0.0423  -0.8647
H 2.0894 3.4482 -2.1975  0.6224
H 1.4723 5.6919 -1.3245  0.4682
H -0.2457 5.9103 0.4210  0.4892
H -1.4063 3.9335 1.3305  0.5628
H -0.1255 2.2850 2.8335  0.4899
H -0.7521 2.0489 5.1971  0.4695
H -2.5004 0.4362 5.8630  0.4481
H -3.6471 -0.9287 4.1517  0.4697
H -3.0716 -0.6709 1.7783  0.5667
H -1.5809 0.8781 -2.4560  0.3243
H -3.5682 1.2850 -3.8117  0.4780
H -5.7360 1.7825 -2.7297  0.4405
H -5.8927 1.8901 -0.2663  0.4761
H -3.9138 1.4878 1.1175  0.4737
I 2.9411 -4.1920 -4.6540  0.1701
C 2.5771 -3.9422 -2.6317  -0.7807
C 2.9541 -4.8975 -1.6959  -0.1357
C 2.6697 -4.6655 -0.3595  -1.2105
C 2.0249 -3.5009 0.0041  -0.2758
N 1.6623 -2.5764 -0.8958  0.7937
C 1.9346 -2.7981 -2.1910  -0.3312
H 3.4566 -5.8043 -2.0043  0.4654
H 2.9399 -5.3860 0.3994  0.4965
H 1.7826 -3.2953 1.0385  0.5068
H 1.6143 -2.0388 -2.8919  0.5182
Cl -3.6559 -2.9769 -0.5564  -0.0321
C -1.9482 -2.9316 -0.8826  0.9705
Cl -1.3182 -4.4933 -1.3828  -0.0504
Cl -1.0798 -2.4079 0.6163  -0.0112
C -1.6260 -1.9140 -2.0090  -0.1918
O -2.2778 -1.8647 -2.9953  -0.4476
O -0.5305 -1.1869 -1.7809  -0.3223

---

A structure of composition C31H23I2N5O8Yb, computed with ωB97M-V with the def2-TZVPD basis set.

Its net charge is +1. For the energy above the lowest of the compared OMol25 structures with the same formula, charge and spin, the calculation gives 0.322 eV. The spin multiplicity is 2. For the HOMO-LUMO gap (alpha / beta), the calculation gives 7.011 / 7.012 eV. The calculation puts the molar mass at 1020.40 g mol⁻¹.

Each line ends with the Mulliken spin population.
Geometry (Å):
Yb 0.0553 -0.0438 -0.1353  1.0176
I 5.1487 0.4168 -0.4711  0.0000
C 4.0475 0.2976 1.2921  0.0028
C 4.6639 0.3858 2.5195  -0.0003
C 3.9068 0.3090 3.6887  0.0010
I 4.9281 0.4463 5.5047  -0.0001
C 2.4959 0.1580 3.6568  -0.0103
C 1.6681 0.0713 4.7867  0.0057
C 0.2935 -0.0568 4.6261  -0.0027
C -0.2400 -0.0878 3.3561  0.0007
N 0.5132 -0.0088 2.2449  0.0005
C 1.8654 0.0918 2.3852  0.0025
C 2.6376 0.1252 1.1764  -0.0017
O 2.0483 0.0145 0.0194  -0.0016
H 5.7360 0.5103 2.5759  -0.0001
H 2.1081 0.0971 5.7735  0.0004
H -0.3619 -0.1333 5.4820  -0.0002
H -1.3086 -0.1948 3.2134  0.0001
O 0.3164 0.9387 -2.3417  0.0001
C -0.6660 1.7270 -3.0363  -0.0004
C -1.7376 0.8828 -3.7119  -0.0001
C -2.3114 -0.2317 -2.8232  0.0003
C -3.0229 0.2693 -1.5944  -0.0006
C -4.4018 0.4484 -1.6082  0.0001
C -5.0516 0.8735 -0.4647  -0.0003
C -4.3018 1.1304 0.6735  0.0000
C -2.9367 0.9633 0.6058  -0.0011
N -2.2962 0.5369 -0.4944  -0.0009
H 0.8268 0.4194 -2.9729  -0.0002
H -0.1698 2.3607 -3.7714  0.0000
H -1.1048 2.3751 -2.2792  0.0001
H -1.3279 0.4195 -4.6134  0.0000
H -2.5371 1.5546 -4.0335  0.0000
H -1.5083 -0.9033 -2.5293  -0.0004
H -3.0140 -0.8160 -3.4158  0.0000
H -4.9540 0.2306 -2.5129  0.0000
H -6.1274 0.9942 -0.4561  0.0000
H -4.7668 1.4557 1.5933  0.0000
H -2.3171 1.1857 1.4689  0.0001
N 0.0677 2.2738 0.2800  -0.0041
C 0.1713 3.4073 0.1344  -0.0004
C 0.3152 4.8161 -0.0409  0.0001
C 1.5708 5.4109 0.0937  0.0000
C 1.6913 6.7760 -0.0898  0.0001
C 0.5734 7.5384 -0.4038  -0.0001
C -0.6753 6.9425 -0.5356  0.0001
C -0.8125 5.5793 -0.3551  -0.0001
H 2.4320 4.8019 0.3379  0.0000
H 2.6594 7.2474 0.0142  0.0000
H 0.6745 8.6062 -0.5471  0.0000
H -1.5425 7.5432 -0.7755  0.0000
H -1.7793 5.1007 -0.4488  0.0000
O -0.6987 -1.9761 0.4395  -0.0023
C -0.0667 -2.4793 -0.5375  -0.0029
O 0.3639 -1.7348 -1.4703  0.0004
C 0.1945 -3.9427 -0.5768  -0.0016
C 1.1081 -4.4533 -1.4885  0.0000
C 1.3395 -5.8139 -1.5019  -0.0001
C 0.6840 -6.6815 -0.6511  0.0001
C -0.2224 -6.1400 0.2383  -0.0001
C -0.4751 -4.7843 0.3002  -0.0001
N -0.9453 -7.0450 1.1581  0.0000
O -0.7009 -8.2292 1.0746  0.0000
O -1.7466 -6.5386 1.9174  0.0000
N 2.3189 -6.3644 -2.4641  0.0000
O 2.4835 -7.5650 -2.4597  0.0000
O 2.8943 -5.5724 -3.1829  0.0000
H 1.6297 -3.8010 -2.1739  0.0001
H 0.8751 -7.7439 -0.6825  0.0000
H -1.1775 -4.3916 1.0208  0.0000

---

A cluster of 2 separate species, C31H23N2O2 in total, computed with ωB97M-V with the def2-TZVPD basis set.

Its net charge is +1. For the energy above the lowest of the compared OMol25 structures with the same formula, charge and spin, the calculation gives 11.539 eV. For the HOMO-LUMO gap, the calculation gives 6.254 eV. The calculation puts the molar mass at 455.54 g mol⁻¹.

Each line ends with the Mulliken charge.
Geometry (Å):
C -5.6849 -4.7802 0.9473  -0.2828
C -5.2716 -3.7089 -0.2292  -0.4441
C -3.7423 -3.7852 -0.8769  -0.2795
C -2.7415 -4.9413 -0.2613  0.6671
C -1.2238 -5.0370 -0.9323  -0.9324
C -0.0240 -4.5723 0.0876  0.3522
N 0.4767 -5.5024 1.2053  -0.0240
C 1.5831 -5.1354 2.1797  -0.1792
C 2.3751 -3.6862 2.0868  -0.4831
C 1.9159 -2.6009 0.9308  -0.1747
C 0.6708 -3.0953 -0.0662  -0.0806
C 0.1730 -2.0232 -1.2019  0.2659
C 0.4674 -2.1796 -2.8421  -0.2526
C -0.1427 -0.9949 -3.7776  -0.2260
N -0.8997 0.2429 -3.4364  -0.4700
C -1.2015 0.4449 -1.9910  -0.3809
C -0.6726 -0.6278 -0.8896  -0.1632
C -3.1429 -5.9887 0.9396  -0.1970
C -4.6782 -5.9214 1.5710  -0.4484
H -6.7883 -4.7345 1.3829  0.2841
H -6.0176 -2.8925 -0.6343  0.3007
H -3.3774 -3.0724 -1.7348  0.2510
H -1.1767 -4.3728 -1.9084  0.3529
H -1.0462 -6.1806 -1.1637  0.3860
H -0.0064 -6.4330 1.2626  0.2989
H 1.8487 -5.9298 3.0051  0.3414
H 3.2364 -3.4011 2.8292  0.3368
H 2.4381 -1.5571 0.8169  0.3962
H 1.0557 -3.1168 -3.2750  0.3425
H 0.0831 -1.1328 -4.9441  0.3132
H -1.8179 1.3972 -1.6344  0.3866
H -0.9149 -0.3893 0.2507  0.3377
H -2.3894 -6.7837 1.3689  0.0430
H -4.9427 -6.6802 2.4239  0.3052
C 0.7901 3.1032 -2.7734  -0.2727
C 1.0898 4.3595 -3.2995  -0.7020
C 1.5287 5.3826 -2.4575  -0.5962
C 1.6571 5.1522 -1.0824  0.3798
C 1.3339 3.9034 -0.5531  -0.0504
C 0.9105 2.8727 -1.4022  -0.5076
C 1.4180 3.6638 0.9021  0.5439
O 1.1378 2.5660 1.3674  -0.7227
C 1.8360 4.7681 1.7886  0.1794
C 1.8644 4.5719 3.1755  -0.4849
C 2.2712 5.6070 4.0202  -0.4779
C 2.6588 6.8344 3.4835  -0.4740
C 2.6261 7.0344 2.1026  -0.5448
C 2.2044 6.0019 1.2544  0.1411
C 2.1392 6.2349 -0.2019  0.6194
O 2.4753 7.3148 -0.6741  -0.6645
H 0.4568 2.3032 -3.4308  0.4127
H 0.9838 4.5428 -4.3664  0.4068
H 1.7658 6.3593 -2.8760  0.4694
H 0.6695 1.8911 -0.9980  0.7201
H 1.5664 3.6156 3.6025  0.4276
H 2.2875 5.4542 5.0972  0.3969
H 2.9827 7.6385 4.1407  0.3962
H 2.9255 7.9969 1.6911  0.4616

---

| no. | maximum force (Eh/bohr) |
| --- | --- |
| 1 | 0.0013 |
| 2 | 0.0055 |
| 3 | 0.0460 |
| 4 | 0.1131 |